{"formula": "C3H5FOS", "method": "ωB97M-V/def2-TZVPD", "species": ["S", "F", "O", "C", "C", "C", "H", "H", "H", "H", "H"], "xyz": [[1.813, 0.448, 0.349], [2.289, -1.257, 0.347], [2.591, 1.058, -0.668], [-0.856, -0.818, -0.018], [0.110, 0.227, -0.458], [-1.075, 0.562, 0.456], [-0.561, -1.640, 0.507], [-1.513, -1.248, -0.733], [-0.889, 0.833, 1.457], [-1.977, 1.115, 0.236], [0.068, 0.718, -1.475]], "mulliken_charge": [0.6418, -0.3668, -0.4711, -0.5036, -0.0710, -0.5422, 0.2672, 0.2179, 0.2421, 0.2492, 0.3365], "lumo_energy_ev": 0.503, "largest_force_ha_per_bohr": 0.069, "total_energy_ev": -18789.9809, "homo_lumo_gap_ha": 0.3947, "molar_mass_g_mol": 108.1, "homo_ev": -10.2371}